1.
The following is a quantum chemistry calculation of a cluster of 3 separate species, C19H47N2O13P3S in total, from the Open Molecules 2025 dataset.

2S+1: 1
E_tot (Ha): -3261.97059
LUMO energy (eV): -0.46
Orbital gap (hartree): 0.3216
HOMO energy (Ha): -0.3384

Bonds (Å) are listed after each position.
Geometry (Å):
1 C 5.12 -6.52 -0.40  C2 1.557, H17 1.099, H18 1.100, H19 1.094
2 C 5.15 -5.24 -1.29  C1 1.557, N3 1.459, H20 1.099, H21 1.096
3 N 3.98 -4.37 -1.22  C2 1.459, C4 1.464, C14 1.393
4 C 2.77 -4.93 -1.82  N3 1.464, C5 1.562, H22 1.092, H23 1.098
5 C 1.95 -5.88 -0.89  C4 1.562, P6 1.867, H24 1.096, H25 1.105
6 P 0.11 -5.88 -1.16  C5 1.867, O7 1.674, O8 1.671, S9 2.188, C10 1.915
7 O -0.64 -7.37 -1.31  P6 1.674, H26 0.970
8 O -0.86 -4.52 -1.25  P6 1.671, H27 0.970
9 S 0.27 -5.91 -3.34  P6 2.188, H28 1.358
10 C -0.25 -6.02 0.71  P6 1.915, O11 1.448, H29 1.099, H30 1.101
11 O -0.36 -4.72 1.33  C10 1.448, N12 1.406
12 N -0.39 -4.92 2.72  O11 1.406, O13 1.169
13 O 0.32 -4.17 3.26  N12 1.169
14 C 3.81 -3.74 0.00  N3 1.393, C15 1.545, O16 1.197
15 C 2.76 -2.59 0.02  C14 1.545, H31 1.090, H32 1.103, H33 1.097
16 O 4.41 -3.96 1.01  C14 1.197
17 H 4.80 -7.43 -0.94  C1 1.099
18 H 6.16 -6.72 -0.08  C1 1.100
19 H 4.53 -6.40 0.51  C1 1.094
20 H 5.29 -5.57 -2.33  C2 1.099
21 H 6.07 -4.70 -1.03  C2 1.096
22 H 3.05 -5.49 -2.71  C4 1.092
23 H 2.13 -4.08 -2.12  C4 1.098
24 H 2.15 -5.76 0.18  C5 1.096
25 H 2.26 -6.92 -1.14  C5 1.105
26 H -1.51 -7.24 -1.71  O7 0.970
27 H -0.35 -3.72 -1.01  O8 0.970
28 H 0.10 -4.61 -3.68  S9 1.358
29 H 0.46 -6.68 1.23  C10 1.099
30 H -1.23 -6.50 0.82  C10 1.101
31 H 2.78 -2.07 0.98  C15 1.090
32 H 3.08 -1.87 -0.75  C15 1.103
33 H 1.76 -2.93 -0.27  C15 1.097
34 O -5.31 -0.65 -1.11  P35 1.502
35 P -3.81 -0.50 -1.14  O34 1.502, O36 1.655, O39 1.640, O42 1.660
36 O -3.65 1.11 -0.78  P35 1.655, C37 1.423
37 C -4.43 1.72 0.24  O36 1.423, C38 1.518, H45 1.091, H46 1.092
38 C -3.62 1.86 1.52  C37 1.518, H47 1.093, H48 1.091, H49 1.091
39 O -3.64 -0.41 -2.77  P35 1.640, C40 1.426
40 C -4.62 -0.96 -3.65  O39 1.426, C41 1.516, H50 1.090, H51 1.092
41 C -5.56 0.12 -4.13  C40 1.516, H52 1.090, H53 1.091, H54 1.092
42 O -2.17 -0.71 -1.10  P35 1.660, C43 1.425
43 C -1.48 -0.73 0.14  O42 1.425, C44 1.514, H55 1.092, H56 1.093
44 C -2.03 -1.77 1.10  C43 1.514, H57 1.097, H58 1.091, H59 1.091
45 H -5.35 1.18 0.44  C37 1.091
46 H -4.70 2.72 -0.12  C37 1.092
47 H -3.39 0.88 1.94  C38 1.093
48 H -4.18 2.43 2.27  C38 1.091
49 H -2.68 2.37 1.34  C38 1.091
50 H -5.17 -1.77 -3.17  C40 1.090
51 H -4.09 -1.39 -4.50  C40 1.092
52 H -6.02 0.66 -3.30  C41 1.090
53 H -6.35 -0.30 -4.76  C41 1.091
54 H -5.01 0.86 -4.72  C41 1.092
55 H -1.49 0.27 0.59  C43 1.092
56 H -0.44 -0.96 -0.08  C43 1.093
57 H -3.08 -1.57 1.34  C44 1.097
58 H -1.46 -1.78 2.03  C44 1.091
59 H -1.98 -2.76 0.65  C44 1.091
60 O 1.21 4.82 1.27  P61 1.498
61 P 1.25 6.30 1.06  O60 1.498, O62 1.649, O65 1.634, O68 1.655
62 O 0.00 6.83 1.98  P61 1.649, C63 1.424
63 C -0.28 6.26 3.25  O62 1.424, C64 1.517, H71 1.091, H72 1.092
64 C 0.26 7.12 4.38  C63 1.517, H73 1.093, H74 1.091, H75 1.091
65 O 0.60 6.40 -0.44  P61 1.634, C66 1.427
66 C 0.58 5.28 -1.32  O65 1.427, C67 1.515, H76 1.090, H77 1.092
67 C -0.76 4.58 -1.26  C66 1.515, H78 1.091, H79 1.091, H80 1.092
68 O 1.83 7.83 0.81  P61 1.655, C69 1.425
69 C 2.48 8.52 1.87  O68 1.425, C70 1.514, H81 1.093, H82 1.091
70 C 3.65 7.75 2.44  C69 1.514, H83 1.096, H84 1.090, H85 1.091
71 H 0.11 5.24 3.34  C63 1.091
72 H -1.37 6.19 3.34  C63 1.092
73 H 1.35 7.15 4.36  C64 1.093
74 H -0.05 6.73 5.35  C64 1.091
75 H -0.10 8.15 4.29  C64 1.091
76 H 1.40 4.59 -1.09  C66 1.090
77 H 0.75 5.66 -2.33  C66 1.092
78 H -1.02 4.30 -0.24  C67 1.091
79 H -0.75 3.68 -1.88  C67 1.091
80 H -1.55 5.24 -1.61  C67 1.092
81 H 1.75 8.78 2.65  C69 1.093
82 H 2.83 9.47 1.45  C69 1.091
83 H 3.33 6.80 2.86  C70 1.096
84 H 4.15 8.33 3.22  C70 1.090
85 H 4.38 7.53 1.65  C70 1.091


2.
The following is a quantum chemistry calculation of a cluster of 2 separate species, C23H22NO in total, from the Open Molecules 2025 dataset.

2S+1: 1
E_tot (Ha): -1019.37346
Charge: +1
LUMO energy (eV): -5.46
Orbital gap (hartree): 0.1635
HOMO energy (Ha): -0.3641
ΔE to the lowest compared entry with this formula, charge and spin (kcal per mole): 0.00

Bonds (Å) are listed after each position.
Geometry (Å):
1 C 5.61 -2.27 -1.93  O2 1.446, H16 1.086, H17 1.097, H18 1.096
2 O 5.18 -0.89 -1.98  C1 1.446, C3 1.354
3 C 3.84 -0.67 -1.88  O2 1.354, C4 1.421, C15 1.417
4 C 3.41 0.68 -1.91  C3 1.421, C5 1.370, H19 1.090
5 C 2.06 0.96 -1.86  C4 1.370, C6 1.440, H20 1.092
6 C 1.07 -0.08 -1.75  C5 1.440, C7 1.416, C14 1.425
7 C -0.29 0.30 -1.79  C6 1.416, C8 1.424, H21 1.093
8 C -1.48 -0.48 -1.86  C7 1.424, C9 1.432, C13 1.428
9 C -2.72 0.22 -1.77  C8 1.432, C10 1.384, H22 1.091
10 C -3.93 -0.44 -1.79  C9 1.384, C11 1.404, H23 1.091
11 C -3.97 -1.84 -1.88  C10 1.404, C12 1.401, H24 1.088
12 C -2.77 -2.56 -2.01  C11 1.401, C13 1.392, H25 1.092
13 C -1.55 -1.89 -2.05  C8 1.428, C12 1.392, H26 1.086
14 C 1.56 -1.41 -1.60  C6 1.425, C15 1.381, H27 1.085
15 C 2.90 -1.71 -1.73  C3 1.417, C14 1.381, H28 1.094
16 H 6.69 -2.22 -1.97  C1 1.086
17 H 5.27 -2.76 -1.01  C1 1.097
18 H 5.22 -2.83 -2.80  C1 1.096
19 H 4.15 1.47 -1.99  C4 1.090
20 H 1.71 1.99 -1.90  C5 1.092
21 H -0.44 1.39 -1.81  C7 1.093
22 H -2.68 1.31 -1.69  C9 1.091
23 H -4.86 0.13 -1.74  C10 1.091
24 H -4.92 -2.36 -1.87  C11 1.088
25 H -2.79 -3.65 -2.08  C12 1.092
26 H -0.65 -2.46 -2.26  C13 1.086
27 H 0.89 -2.24 -1.37  C14 1.085
28 H 3.24 -2.75 -1.70  C15 1.094
29 C -2.36 3.79 0.98  C30 1.478, H39 1.097, H40 1.101, H41 1.101
30 C -1.72 2.69 1.74  C29 1.478, C31 1.392, N34 1.369
31 C -0.46 2.13 1.55  C30 1.392, C32 1.426, H42 1.083
32 C -0.27 1.13 2.55  C31 1.426, C33 1.429, C38 1.395
33 C -1.46 1.10 3.33  C32 1.429, N34 1.395, C35 1.387
34 N -2.31 2.07 2.80  C30 1.369, C33 1.395, H43 1.015
35 C -1.61 0.22 4.40  C33 1.387, C36 1.408, H44 1.091
36 C -0.53 -0.64 4.69  C35 1.408, C37 1.408, H45 1.090
37 C 0.65 -0.60 3.93  C36 1.408, C38 1.398, H46 1.091
38 C 0.79 0.28 2.86  C32 1.395, C37 1.398, H47 1.092
39 H -1.65 4.10 0.20  C29 1.097
40 H -3.28 3.46 0.47  C29 1.101
41 H -2.59 4.67 1.60  C29 1.101
42 H 0.27 2.43 0.80  C31 1.083
43 H -3.24 2.29 3.15  N34 1.015
44 H -2.54 0.22 4.97  C35 1.091
45 H -0.61 -1.34 5.52  C36 1.090
46 H 1.47 -1.28 4.19  C37 1.091
47 H 1.69 0.35 2.24  C38 1.092